1.
{
  "formula": "C20H28NO2PSr",
  "method": "the ωB97M-V functional and the def2-TZVPD basis",
  "elements": ["H", "H", "H", "H", "C", "C", "H", "C", "C", "C", "C", "C", "C", "H", "H", "C", "H", "C", "C", "H", "C", "H", "C", "H", "O", "N", "H", "H", "H", "H", "H", "C", "C", "C", "H", "H", "H", "H", "P", "H", "H", "H", "H", "H", "C", "H", "C", "C", "O", "C", "H", "H", "Sr"],
  "coordinates": [[1.98383, -2.81633, -3.77260], [-1.06840, -2.02391, -0.17591], [-2.70182, -0.30980, 5.41806], [0.56053, 4.66644, 0.09151], [-0.23541, -3.09179, -1.88642], [-0.67513, -2.86010, 4.42994], [1.53610, -2.79468, 0.05882], [-1.59853, -1.00012, -2.02703], [-0.56121, -3.55044, 5.64054], [-2.15934, 1.29686, -3.57010], [-1.20945, -3.06485, 6.78838], [-2.24819, -1.11419, -3.27853], [-1.63158, -0.97015, 3.06800], [-0.58439, 3.45110, -2.49569], [-1.64142, 3.16843, -1.07718], [-1.98352, -1.89997, 6.71124], [0.71884, -1.55313, -3.79833], [2.00893, -2.74029, -0.93259], [-1.42221, 1.39250, -2.36502], [1.93524, 2.68679, -2.73143], [-1.46744, -1.70553, 4.34804], [1.15211, 1.06592, -2.70499], [-2.51759, 0.02223, -4.03779], [2.61530, 1.32373, -1.77366], [-0.85074, -1.23395, 2.07374], [1.03184, -2.42176, -1.93364], [2.30120, -1.22216, -3.04864], [2.50821, -3.70675, -1.13252], [-2.49934, -1.51467, 7.59535], [-0.11462, -4.02886, -1.31619], [-2.25602, -2.85418, -1.16451], [-2.10467, -1.22033, 5.49533], [-0.90357, 2.69400, -1.75564], [-1.34972, -2.23415, -1.21597], [1.35098, 4.55469, -1.52313], [-3.01973, -0.08530, -5.00182], [-2.40131, 2.20123, -4.14768], [-1.10869, -3.58881, 7.73702], [0.62179, 2.37578, -0.72309], [2.78626, -1.96415, -0.91213], [1.06429, 0.90523, 1.57787], [2.23585, 4.10428, -0.01806], [-0.14939, -3.21555, 3.53899], [1.09780, 0.28637, 1.19892], [1.68386, 1.81155, -2.10596], [0.03272, -4.46562, 5.70037], [-1.17914, 0.25014, -1.63850], [1.53144, -1.98573, -3.20226], [-2.51819, -0.04302, 2.95573], [1.26052, 4.08932, -0.52598], [-2.54929, -2.11579, -3.62242], [-0.55365, -3.32345, -2.91546], [-1.57933, 0.77670, 0.88662]],
  "atomic_forces_ev_per_a": [[0.1, 0.1, -0.2], [0.1, 0.1, -0.3], [0.2, -0.3, 0.0], [0.1, 0.0, -0.2], [-0.2, -0.1, 0.4], [0.0, -0.1, 0.1], [0.2, 0.1, -0.2], [-0.9, 0.0, -1.6], [-0.2, 0.3, 0.1], [0.7, 0.3, 0.2], [-0.1, 0.2, -0.5], [0.1, -0.4, 0.4], [0.3, 0.7, -1.8], [-0.5, -0.2, 0.1], [0.0, 0.0, -0.4], [0.1, 0.0, -0.2], [0.2, 0.0, 0.1], [-0.1, -0.2, -0.1], [-1.0, 0.2, -1.2], [-0.1, -0.4, 0.2], [0.0, -0.2, 0.6], [0.0, 0.2, 0.2], [-0.1, 0.2, 0.0], [-0.3, 0.3, 0.0], [-0.9, 0.1, 1.4], [0.0, 0.9, 0.3], [-0.1, 0.0, -0.1], [0.1, 0.0, 0.1], [0.2, -0.2, -0.3], [-0.2, 0.0, -0.3], [0.0, 0.0, -0.1], [-0.1, -0.2, 0.1], [0.3, 0.5, -0.2], [0.2, -0.7, -0.2], [0.0, 0.1, 0.5], [0.1, 0.1, 0.3], [0.1, -0.5, 0.1], [0.0, 0.1, -0.2], [-0.5, -0.1, -0.4], [-0.2, -0.1, 0.1], [0.2, 0.3, 0.4], [-0.3, -0.1, -0.2], [-0.3, 0.2, 0.3], [0.1, -0.7, 0.0], [0.6, -0.2, -0.1], [-0.2, 0.3, -0.1], [0.9, 0.0, 2.5], [0.0, -0.2, -0.1], [0.6, -0.9, 0.7], [-0.1, 0.3, -0.3], [0.0, 0.5, -0.1], [0.0, -0.2, 0.3], [0.6, -0.1, -0.5]],
  "e_lumo_ev": -0.46,
  "total_charge": 0,
  "orbital_gap_ev": 6.3
}

2.
{
  "formula": "C20H28NO2PbS",
  "method": "the ωB97M-V functional and the def2-TZVPD basis",
  "elements": ["H", "H", "C", "H", "H", "C", "C", "C", "H", "H", "H", "H", "H", "H", "Pb", "H", "C", "C", "H", "C", "H", "S", "O", "C", "H", "H", "H", "C", "H", "H", "C", "N", "C", "O", "H", "C", "C", "H", "H", "H", "H", "H", "C", "H", "C", "C", "C", "C", "H", "C", "C", "H", "H"],
  "coordinates": [[-0.21896, -3.42074, 1.55794], [-0.06993, -0.75723, -3.10729], [3.16790, -8.08560, -1.07792], [3.49960, -10.03177, -2.07751], [1.86983, -5.17843, 1.18038], [2.35434, -8.72064, -4.05540], [1.33431, -4.54796, 0.46678], [0.72300, -3.25919, 1.00652], [3.22323, -0.81121, 0.31736], [4.99746, -8.98180, -1.93521], [4.93808, -7.97578, -4.54322], [0.70779, -3.18079, -2.15744], [3.93343, -6.50460, -4.48884], [1.42149, -2.77786, 1.71022], [-0.22191, -0.06178, 0.34248], [3.09843, -3.63318, -0.36435], [-2.06078, 1.38938, -1.46677], [1.32072, -2.89689, -1.28085], [-0.15148, 1.90871, -2.52362], [2.58731, 0.06181, 0.47353], [2.33882, -8.58573, -0.55362], [-1.97987, 2.07983, 1.88939], [0.47235, -2.43319, -0.18114], [-2.51067, 0.12696, -0.95448], [3.84291, -7.55011, -0.39280], [0.49625, -5.11857, 0.05214], [1.96112, -2.07567, -1.63331], [-0.73473, -0.26860, -2.39228], [1.89810, -0.11359, 2.63892], [5.13250, -6.82486, -3.19192], [2.00059, 0.46590, 1.73227], [-1.93707, 4.91668, 1.54748], [2.15657, -4.05560, -0.74300], [2.66775, -7.18573, -2.13446], [-3.27267, -0.05195, -0.19136], [3.90877, -9.01699, -2.04324], [1.55984, 2.12782, 0.16669], [-2.62223, 2.34967, -1.51301], [-2.00792, -1.96860, -1.66171], [2.58839, 1.09850, -1.53281], [1.19179, 3.03734, -0.31287], [2.90543, -9.40335, -4.71890], [3.33162, -8.03948, -3.11150], [2.40274, -4.83503, -1.46781], [-0.83967, 1.13982, -2.17223], [4.40486, -7.28418, -3.87500], [1.43191, 1.79229, 1.55794], [2.29460, 1.08425, -0.49141], [1.59959, -9.30488, -3.51216], [-1.77228, -0.90346, -1.64192], [-1.88517, 3.68968, 1.56458], [1.15925, 2.45828, 2.39250], [1.85709, -7.96718, -4.68000]],
  "atomic_forces_ev_per_a": [[0.2, 0.1, -0.5], [0.0, 0.2, 0.5], [-0.2, 0.2, 0.4], [0.3, 0.2, -0.1], [0.0, 0.4, 0.0], [-0.1, 0.2, -0.1], [-0.8, 0.0, -1.1], [0.3, -0.3, 0.4], [-0.4, 0.2, 0.0], [-0.3, -0.2, -0.1], [-0.1, 0.2, 0.2], [-0.1, 0.0, 0.7], [0.2, -0.1, 0.1], [-0.1, 0.3, -0.4], [2.2, 0.6, 1.0], [-0.1, -0.2, -0.1], [-0.2, -0.3, 0.1], [0.1, -0.1, -0.7], [-0.4, -0.3, -0.2], [-0.8, 0.7, 0.8], [0.2, 0.4, 0.0], [0.1, 0.7, -0.1], [0.4, -0.9, 0.2], [-0.4, -1.6, -1.0], [-0.5, -0.1, 0.0], [0.1, -0.3, 0.2], [-0.2, 0.0, 0.3], [0.5, 2.5, -0.7], [0.6, 0.1, 0.1], [-0.2, -0.1, -0.2], [0.0, 0.9, -1.0], [0.4, -5.5, -0.3], [0.4, 0.4, 0.9], [0.6, -1.1, 0.6], [0.0, 0.2, -0.7], [-0.6, 0.9, 0.0], [0.3, -0.6, 0.1], [0.6, -0.9, 0.5], [0.2, 0.4, 0.3], [0.0, -0.1, 0.1], [0.3, -0.2, 0.3], [-0.2, 0.2, 0.2], [0.6, -0.8, -0.8], [-0.2, 0.1, 0.1], [0.6, -1.4, -1.1], [-0.1, 0.1, -0.1], [0.5, -0.9, -0.1], [-0.8, 0.1, 1.1], [0.2, 0.2, -0.1], [-2.5, 1.0, 0.7], [-0.4, 4.9, 0.6], [-0.2, -0.5, -0.7], [0.0, -0.2, 0.1]],
  "e_lumo_ev": [-6.40, -6.55],
  "relative_energy_ev": 1.175,
  "total_charge": 1,
  "orbital_gap_ev": [5.2, 4.8]
}

3.
{
  "formula": "C20H29AlBeBr3ClF3N3O10S",
  "method": "the ωB97M-V functional and the def2-TZVPD basis",
  "elements": ["O", "C", "H", "H", "H", "C", "H", "H", "C", "C", "H", "C", "O", "O", "O", "H", "H", "C", "N", "H", "S", "O", "N", "C", "O", "H", "O", "H", "N", "C", "H", "Br", "C", "H", "C", "H", "H", "H", "C", "H", "Br", "F", "O", "O", "H", "H", "C", "H", "H", "H", "C", "H", "H", "Br", "H", "H", "C", "O", "C", "Be", "C", "Al", "C", "H", "C", "H", "C", "Cl", "F", "H", "C", "F"],
  "coordinates": [[5.14870, 0.32050, -0.57983], [-5.09082, -2.46666, 0.01086], [-4.29771, -3.59948, 2.10681], [-5.44586, -1.22391, -2.03540], [0.33561, -4.57654, 7.02315], [-0.25446, -2.21357, 5.56084], [-1.53985, -2.81106, 1.46535], [4.28857, 2.57517, 0.52538], [5.48174, 6.18128, -4.63661], [3.45582, -3.07416, -0.26750], [4.46013, 7.42383, -3.19714], [0.39192, -3.52577, 5.11242], [4.50083, 5.43757, -2.72932], [6.48834, 5.71134, -3.75683], [6.37571, 4.48152, -1.82680], [0.49554, -1.54399, 5.99562], [1.53208, -5.19472, 5.88624], [4.30837, 2.51235, -0.56672], [-2.22334, -2.73514, 7.45429], [2.85357, 5.42946, -4.89545], [-7.89766, 0.55831, -1.21081], [0.38665, -1.04539, 1.50515], [-2.31324, -1.71677, -0.49199], [-0.17746, -0.36258, 0.32983], [-7.14685, 1.60426, -1.91894], [5.26825, 5.39320, -5.36779], [-7.54445, 0.45761, 0.21182], [-6.24075, -2.73438, 0.09915], [-3.17825, -1.25212, -1.42176], [2.97995, 6.37578, -4.35819], [2.83259, 7.19936, -5.06320], [-0.82856, -2.56332, 2.83882], [-0.83744, -1.35761, -0.79795], [2.18922, 6.41304, -3.60151], [2.69764, -1.62150, 0.06744], [5.24290, 2.94974, -0.93066], [1.14191, -3.31104, 4.34319], [4.38486, -2.87073, -0.98054], [-1.33058, -2.49868, 6.59570], [-0.36384, -4.17497, 4.65355], [4.27144, -2.21893, 1.96358], [-10.52856, 0.23467, -0.61811], [3.22147, 0.77621, -1.72575], [1.59427, -3.09521, 1.83825], [2.27859, -1.24952, -0.96201], [-0.70661, -1.70514, 4.70270], [4.34302, 6.45746, -3.70226], [-0.28599, -2.38037, -0.93821], [1.83297, -3.66581, 6.73378], [5.81791, 7.07721, -5.16514], [1.51021, -1.92832, 1.15535], [3.56798, -0.92840, 0.49969], [0.58024, 0.37895, -0.20692], [-5.32856, 0.69535, -0.80071], [3.47444, 3.10031, -0.96205], [-1.05508, 0.33878, 0.73343], [-4.61721, -1.57221, -1.26452], [-7.87489, -0.73723, -1.90389], [-2.46260, -2.50333, 0.77309], [-1.72856, 0.09838, -2.47820], [-4.02325, -2.97695, 1.14824], [-1.42856, -3.80628, -1.77959], [5.83747, 5.14981, -2.69158], [3.89536, -3.58763, 0.69277], [1.05983, -4.27985, 6.25795], [-0.74941, -0.78341, -1.83950], [-9.68193, 1.11287, -1.24587], [-0.22856, -1.41189, -4.37023], [-9.87908, 2.32351, -0.63155], [2.72080, -3.78041, -0.84339], [4.21563, 1.05995, -1.00114], [-10.17257, 1.25723, -2.51883]],
  "atomic_forces_ev_per_a": [[-0.8, -0.1, 0.2], [3.5, -0.8, 2.3], [0.7, 1.5, -2.2], [2.3, -1.6, 1.1], [0.1, 0.1, -0.1], [-0.7, -0.3, 1.5], [-0.3, 0.0, -1.3], [0.2, -0.1, -0.1], [0.2, 0.5, -0.7], [-0.1, 1.1, -1.9], [0.1, -0.1, -0.1], [0.4, -0.7, 0.7], [1.1, -0.4, 0.3], [-0.2, -0.5, 1.0], [-1.0, 1.6, -2.0], [-0.1, -0.1, 0.2], [0.0, 0.1, 0.0], [0.2, 1.1, 0.3], [7.0, 1.8, -6.8], [0.1, 0.1, 0.1], [-0.5, -2.0, 0.9], [3.9, 0.1, -4.8], [1.4, -2.1, 3.7], [-0.5, 1.7, -0.5], [-1.5, 1.0, -0.3], [-0.2, 0.1, 0.1], [-2.7, 0.4, -0.7], [2.7, 0.8, -0.3], [-1.8, -0.5, -1.3], [-0.3, -0.2, 0.2], [0.1, -0.1, 0.1], [-1.9, -1.6, 2.5], [-0.5, 0.5, 1.2], [0.1, 0.1, -0.1], [-0.7, -1.0, -1.7], [-0.2, -0.2, 0.2], [-0.2, 0.0, 0.2], [-2.0, -0.2, 1.7], [-5.9, -1.3, 5.8], [0.3, 0.2, 0.3], [2.2, -0.4, 2.7], [1.4, 0.7, -0.6], [0.9, -0.2, 0.9], [-0.2, 7.4, -4.4], [0.8, -0.3, 2.1], [0.1, 0.1, 1.2], [-1.2, 0.5, -0.7], [-0.1, 2.2, 0.4], [-0.1, -0.1, 0.0], [0.1, -0.2, 0.2], [0.3, -4.8, 3.4], [-2.3, -0.5, -1.5], [-1.3, -1.8, 1.0], [4.3, -1.0, 0.1], [0.1, -0.3, 0.0], [1.8, -1.8, -0.7], [0.6, 1.1, 2.7], [-0.3, 1.2, 0.4], [-5.8, 0.0, -4.7], [-1.8, -1.1, -1.4], [-0.7, 3.2, -5.2], [-0.7, -0.4, -0.5], [1.0, -1.3, 1.6], [-0.8, 0.0, -1.5], [0.1, 0.0, 0.1], [1.0, -1.9, 1.9], [-2.4, 0.9, -0.1], [-1.3, 0.8, 1.8], [0.8, -1.3, -0.6], [1.3, 1.0, 1.5], [-0.9, -0.7, -1.0], [1.0, -0.3, 1.2]],
  "e_lumo_ev": -5.70,
  "relative_energy_ev": 7.154,
  "total_charge": 0,
  "orbital_gap_ev": 2.0
}